Entry 1:
C2HNaO3 as an isolated structure. Source: the Open Molecules 2025 dataset; level of theory: ωB97M-V/def2-TZVPD.

Results
LUMO energy (spin up / spin down) = 2.28 / 2.24 eV

```
! RIJCOSX wB97M-V def2-TZVPD def2/J DEFGRID3
* xyz -1 2
Na -1.44003 0.49391 -0.39679
O 2.00391 1.96785 0.74586
O 0.17795 -1.17672 -0.70030
O -0.20402 1.71206 1.11727
C 1.01233 1.69681 1.40624
C -0.89138 -1.83018 -0.88363
H -0.65876 -2.86374 -1.28866
*
```

***

Entry 2:
C17H17FeN9O3SSe as an isolated structure. Source: the Open Molecules 2025 dataset; level of theory: ωB97M-V/def2-TZVPD.

Results
LUMO energy (spin up / spin down) = -4.04 / -4.38 eV
energy relative to the best compared isomer or geometry (same formula, charge and spin) = 11.5 kcal per mole

```
! RIJCOSX wB97M-V def2-TZVPD def2/J DEFGRID3
* xyz 1 6
Se -2.54013 -0.14610 -0.15423
Fe 1.12714 -0.21091 0.62136
S 2.32552 -1.48801 2.31882
O 1.73108 -0.27594 -1.48204
O 2.99637 0.38303 0.09855
O 3.83976 0.08314 -1.89089
N -0.86645 0.39215 -0.50999
N 0.04752 -3.91256 -1.39470
N -0.30823 -1.82968 2.84757
N -0.21172 -0.58750 2.29389
N 0.54238 1.72502 1.49419
N 0.71137 -2.27334 -0.08471
N 1.06199 -3.58738 3.33982
N -3.28878 1.12117 -1.11422
N 2.90533 0.06392 -1.15699
C -2.56464 2.99032 -2.47585
C 1.80536 -3.04388 -0.43919
C 1.04437 2.90975 1.15366
C -1.30800 2.82366 2.52203
C -2.32596 1.85033 -1.63331
C -0.79081 4.05772 2.14380
C 0.41481 4.10429 1.46912
C -0.60443 1.68273 2.19603
C -0.96870 1.44895 -1.30811
C -0.31835 -2.83150 -0.69401
C 0.12126 2.20112 -1.86287
C 1.40575 -4.05455 -1.24818
C -0.98601 0.34705 2.66702
C -0.15636 3.26111 -2.65290
C 0.89800 -2.34799 2.85393
C -0.82779 -4.76252 -2.19198
C -1.50478 3.66539 -2.96018
H 0.27989 -4.04691 3.77577
H -3.58414 3.26820 -2.70374
H 2.79388 -2.82696 -0.07585
H -1.77955 0.19824 3.39289
H -1.65703 4.52153 -3.60377
H -2.23621 2.74534 3.07187
H -0.63743 -5.80690 -1.95800
H -1.86174 -4.52948 -1.95250
H -1.34291 -2.51503 -0.63876
H 1.13897 1.90290 -1.67085
H -1.31773 4.96912 2.39319
H 0.66050 3.82693 -3.08267
H -0.65501 -4.59066 -3.25220
H 1.98448 2.89836 0.61608
H 0.86981 5.04327 1.18888
H 1.98406 -3.96578 3.45518
H 1.95327 -4.85119 -1.72093
*
```

***

Entry 3:
C2H8AlN4O2 as an isolated structure. Source: the Open Molecules 2025 dataset; level of theory: ωB97M-V/def2-TZVPD.

Results
LUMO energy = -18.31 eV
energy relative to the best compared isomer or geometry (same formula, charge and spin) = 81.5 kcal per mole

```
! RIJCOSX wB97M-V def2-TZVPD def2/J DEFGRID3
* xyz 3 1
Al -0.43372 1.89251 -0.83939
O 0.13104 -0.49873 -2.40288
O -0.67437 1.74383 1.91647
N 1.05234 1.47556 3.44673
N -1.09849 1.87326 4.12157
N 0.66292 -1.36192 -4.43941
N -0.12921 -2.74372 -2.77225
C 0.28948 -1.50739 -3.11737
C -0.22518 1.72692 3.09152
H -0.84946 1.54828 5.05227
H -0.28321 -3.49591 -3.43650
H 0.54748 -2.19155 -5.01114
H -0.62059 -2.85420 -1.88679
H 1.28809 1.72934 4.40084
H 0.64326 -0.41293 -4.81136
H 1.78344 1.14650 2.83113
H -2.08382 1.93016 3.85655
*
```

***

Entry 4:
C12H17N6OS3SbSc as an isolated structure. Source: the Open Molecules 2025 dataset; level of theory: ωB97M-V/def2-TZVPD.

Results
LUMO energy (spin up / spin down) = -0.80 / -1.67 eV
energy relative to the best compared isomer or geometry (same formula, charge and spin) = 0.0 kcal per mole

```
! RIJCOSX wB97M-V def2-TZVPD def2/J DEFGRID3
* xyz 0 2
Sb -1.34191 -2.75143 -3.52463
Sc -0.21916 -0.73243 -1.23741
S -3.43761 -1.63363 -3.81335
S -1.39614 -2.90485 -1.12731
S 0.18405 -0.92084 -3.68560
O -1.19499 0.77355 -0.94173
N -0.47774 -0.96680 3.32946
N -2.02381 -1.09761 1.65975
N 1.84005 -0.92514 2.75515
N 1.13989 -0.85846 4.93651
N 0.20111 -0.93890 1.04951
N 2.10650 -0.89887 -0.82080
C -1.86622 2.74262 0.20420
C -3.48247 1.39856 -1.15049
C 1.45326 -0.92681 1.50021
C 4.80314 -1.03681 -0.21594
C 2.52544 -0.93680 0.45227
C -2.05274 1.90221 -1.04644
C 3.02032 -0.93757 -1.79279
C 3.85845 -1.00355 0.79930
C 0.81306 -0.91788 3.63423
C -0.74388 -0.99667 2.02084
C -1.65929 2.67006 -2.29796
C 4.37929 -1.00724 -1.52962
H -2.12301 2.15908 1.09127
H 4.13055 -1.03310 1.84347
H -4.18207 2.23307 -1.24061
H -1.74721 2.02993 -3.17684
H 0.41288 -0.86263 5.62765
H -2.29925 3.54539 -2.43416
H -3.75234 0.82721 -0.25953
H 5.85823 -1.08868 0.02060
H -0.62434 3.00971 -2.22285
H 2.62590 -0.92725 -2.79968
H -0.82773 3.06948 0.28763
H -2.69716 -1.23816 2.39235
H -2.50389 3.62968 0.17876
H -3.59779 0.75689 -2.02569
H 2.10495 -0.84832 5.20811
H 5.07719 -1.03968 -2.35481
H -2.28354 -1.31728 0.70695
*
```

***

Entry 5:
A 8-piece molecular cluster, C13H30Cl4F9N3O7S overall. Source: the Open Molecules 2025 dataset; level of theory: ωB97M-V/def2-TZVPD.

Results
LUMO energy = -7.13 eV
energy relative to the best compared isomer or geometry (same formula, charge and spin) = 0.0 kcal per mole

```
! RIJCOSX wB97M-V def2-TZVPD def2/J DEFGRID3
* xyz 2 1
Cl 1.12999 -4.48983 -2.13466
Cl 5.44016 2.27180 -3.70683
Cl -0.27758 -5.73662 -4.96084
Cl 3.40204 0.02181 -4.99291
S -0.09180 0.46220 0.39448
F -4.26861 -6.35679 -0.27834
F -4.51931 -5.59428 -2.24814
F 2.06668 0.26973 -1.12939
F 2.01807 -1.04417 0.58677
F -5.99227 -5.04276 -0.77850
F 4.66927 6.08553 2.08912
F 0.79479 -1.43222 -1.18419
F 3.50604 6.29039 0.33025
F 2.98047 7.49132 2.13528
O 1.32478 5.18612 1.65538
O -3.92278 -3.04978 -1.19862
O -0.13357 0.01323 1.79318
O -3.11413 -4.31000 0.51243
O 0.23810 1.87225 0.26610
O -1.23150 0.10000 -0.45618
O 3.01203 4.25288 2.79123
N -3.66950 -0.37497 -1.21423
N -2.15293 0.79168 3.41708
N -1.10187 4.21104 0.08506
C -4.71494 -5.31040 -0.96415
C -2.07596 -3.37272 0.87264
C 3.41793 6.33695 1.67509
C -3.82408 -4.08439 -0.58054
C 4.28144 -0.08948 -3.48178
C 0.23844 -3.60477 -3.43142
C -1.52474 -3.81888 2.19745
C 1.31331 -0.52154 -0.39496
C 4.31433 1.24416 -2.75348
C 2.27246 3.09698 3.14257
C 0.53288 -4.13756 -4.82272
C 1.62493 3.31216 4.51956
C 2.45866 5.20035 2.08201
H 1.10540 2.40666 4.84308
H -2.19500 -3.47199 2.98923
H 2.30821 3.63734 5.29830
H -3.97052 -1.17856 -1.77114
H 0.68454 -2.61125 -3.39389
H 1.61075 -4.30553 -4.86895
H -2.66358 0.28826 2.69302
H 2.95765 2.25479 3.20123
H -0.50768 5.03598 0.23476
H -0.81458 -3.64728 -3.17280
H -2.62947 -0.28545 -0.98172
H -3.99606 -0.55289 -0.26413
H -4.09781 0.48444 -1.54729
H 0.36329 -3.48024 -5.67227
H -2.47002 -2.35829 0.96208
H -1.76892 4.06611 0.83766
H 5.25584 -0.46642 -3.78255
H 3.36372 1.77200 -2.79488
H -1.70999 4.44604 -0.70237
H -0.52955 3.33845 -0.00473
H 3.80319 -0.87099 -2.88869
H 0.80198 4.01821 4.37790
H -2.79710 0.64405 4.20731
H -1.21387 0.38124 3.50518
H -1.39501 -4.89301 2.29742
H 4.58817 1.17807 -1.70260
H -2.10011 1.80836 3.38574
H -1.29839 -3.36961 0.10744
H 1.47155 2.89424 2.43234
H -0.57780 -3.30213 2.34154
*
```

***

Entry 6:
C8H31BClN9NiO5 as an isolated structure. Source: the Open Molecules 2025 dataset; level of theory: ωB97M-V/def2-TZVPD.

Results
LUMO energy (spin up / spin down) = -3.93 / -5.57 eV

```
! RIJCOSX wB97M-V def2-TZVPD def2/J DEFGRID3
* xyz 0 3
Ni -2.60449 2.07143 -4.35100
Cl -0.17724 1.25079 -1.15150
O -5.42880 -4.37869 0.78387
O -6.04287 6.18637 2.78134
O 5.82239 -0.50090 2.72330
O 0.01867 7.11120 2.21548
O 7.51814 -4.77046 -3.35863
N 0.03116 5.15926 3.49946
N 0.05038 7.02584 4.47653
N 5.04060 -3.36216 -4.35332
N 3.82862 -0.96927 2.06138
N -7.03564 4.95805 1.32354
N 4.37539 1.09351 2.00901
N -5.71482 -2.20836 1.31913
N -5.19743 4.32971 1.99165
N -7.47329 -3.51157 1.16223
C -6.15602 -3.42252 1.07317
C 6.18024 -5.32732 -3.35373
C -6.07528 5.27892 2.07977
C 3.78638 -4.58787 -2.88196
C 0.02571 6.46772 3.28988
C 4.79513 -0.11191 2.17615
C 5.21369 -4.12869 -3.15795
C 7.94290 -4.45725 -1.99989
B -5.92435 1.61515 -2.73217
H 3.23787 -3.65770 -2.73354
H 5.06309 1.83042 2.07321
H 6.13980 -5.98063 -2.48215
H -4.59945 4.71087 2.71084
H 3.47177 1.36347 1.64749
H 5.86093 -6.02314 -4.12961
H 4.03988 -1.89484 2.40603
H -7.86218 5.53683 1.27949
H -0.14331 4.53613 2.72398
H 3.70276 -5.15065 -1.95224
H -6.48505 1.20817 -1.90501
H 0.23430 4.84190 4.43653
H -0.09498 8.02449 4.51748
H 4.79892 -4.00072 -5.09759
H 5.37675 -3.50146 -2.28154
H 7.98196 -5.39452 -1.44482
H -8.03246 -4.32229 0.93824
H 5.88441 -2.94246 -4.71656
H -6.48571 2.25828 -3.39209
H -0.05799 6.38949 5.25333
H -5.07935 2.16404 -2.34624
H -7.98030 -2.63917 1.11785
H 7.25494 -3.75352 -1.53132
H -6.27715 -1.42743 1.62581
H 3.34011 -5.15491 -3.69891
H -6.74618 4.45047 0.49972
H 8.95566 -4.11265 -1.79090
H -4.94630 3.80763 1.16433
H -4.73735 -2.05623 1.11540
H 2.90533 -0.74872 1.71641
H -5.51991 0.82790 -3.34935
*
```

***

Let's list maximum force in order: 0.0351, 0.0240, 0.0405, 0.0224, 0.0373, 0.1573 Eh/bohr.
Let's list total energy in order: -12648.295, -148018.212, -18820.349, -83459.354, -118138.649, -86678.917 eV.